The following is a DFT calculation (ωB97M-V with the def2-TZVPD basis set) of 14 unconnected molecules or ions with the total composition C72H150N6O32P8 in a non-equilibrium geometry.

Element x y z (Å)
C1 1.74253 0.47445 0.52742
C2 1.44833 -0.44186 -0.68877
O1 0.47277 -1.24936 -0.41273
P1 -0.76597 -1.58428 -1.41614
O2 -1.65951 -2.55149 -0.83708
O3 0.00879 -2.14630 -2.75661
C3 -0.38332 -1.80441 -4.05702
C4 -1.59362 -2.58304 -4.55190
O4 -1.39295 -0.18737 -1.90266
C5 -1.89728 0.84816 -1.03148
C6 -3.34565 0.49244 -0.72764
H1 0.92251 0.92316 1.08805
H2 2.43023 0.13108 1.30026
H3 2.34378 1.29707 0.14027
H4 1.28479 0.04795 -1.64869
H5 2.25178 -1.11728 -0.98263
H6 -0.53412 -0.72735 -4.13001
H7 0.49883 -2.12705 -4.61001
H8 -2.38797 -2.49860 -3.81030
H9 -1.90293 -2.05259 -5.45248
H10 -1.33901 -3.62995 -4.71702
H11 -1.30923 0.94930 -0.11930
H12 -1.68506 1.86266 -1.36891
H13 -3.60503 -0.54117 -0.49853
H14 -3.46798 1.10296 0.16702
H15 -4.08415 0.97654 -1.36667
C7 3.33694 -3.00050 6.77031
C8 2.20645 -2.28446 7.58483
O5 2.19855 -0.84044 7.42860
P2 2.18524 -0.08191 5.95965
O6 3.49288 0.00276 5.25836
O7 0.97224 -0.80503 5.18412
C9 0.91782 -0.61858 3.79427
C10 -0.16347 -1.60524 3.15960
O8 1.49552 1.36512 6.25917
C11 0.47980 1.50122 7.29352
C12 -0.82132 1.49808 6.50057
H16 3.32531 -4.03304 7.11933
H17 3.42218 -2.99554 5.68365
H18 4.30223 -2.56001 7.01986
H19 1.31808 -2.74157 7.14900
H20 2.22475 -2.52638 8.64749
H21 0.70230 0.44653 3.70943
H22 1.86390 -0.60478 3.25311
H23 -0.66347 -2.18920 3.93231
H24 -0.93114 -1.05045 2.62016
H25 0.27735 -2.23474 2.38662
H26 0.67402 0.68875 7.99372
H27 0.67838 2.49028 7.70631
H28 -1.10275 0.52390 6.10074
H29 -1.67127 1.63405 7.16930
H30 -0.85199 2.23651 5.69939
C13 3.93646 -3.55595 1.60921
C14 5.02800 -2.60464 2.06035
O9 5.46340 -2.86770 3.40174
P3 6.80352 -3.82170 3.63635
O10 7.55466 -4.22497 2.40362
O11 7.56021 -3.08025 4.86356
C15 8.78547 -3.32618 5.20952
C16 8.95703 -2.70542 6.59584
O12 6.09359 -5.02107 4.38296
C17 5.90876 -6.19233 3.81363
C18 4.42151 -6.60532 3.88494
H31 4.17972 -4.52866 1.18173
H32 3.16297 -3.71454 2.36064
H33 3.47234 -2.94616 0.83407
H34 5.85002 -2.50473 1.35154
H35 4.53515 -1.63293 2.09158
H36 8.98708 -4.36501 5.47084
H37 9.53580 -3.03553 4.47422
H38 8.23995 -3.01065 7.35790
H39 9.95026 -2.66416 7.04293
H40 8.67932 -1.65841 6.47438
H41 6.23466 -6.18968 2.77349
H42 6.49922 -6.92694 4.36118
H43 3.97335 -6.59699 4.87851
H44 3.85823 -5.84325 3.34638
H45 4.24064 -7.58516 3.44303
C19 1.52627 0.62748 -9.83096
C20 -0.02431 0.71588 -10.04301
O13 -0.52122 1.96446 -9.60818
P4 -1.15907 1.98959 -8.14988
O14 -2.31821 1.12650 -7.78935
O15 0.22661 1.67733 -7.25908
C21 0.06451 1.13199 -5.91819
C22 -1.07673 2.00154 -5.13543
O16 -1.32481 3.52531 -7.98910
C23 -2.47738 4.17453 -8.64294
C24 -3.50760 3.51158 -9.56500
H46 2.20582 1.12290 -10.52440
H47 1.78840 1.13668 -8.90355
H48 1.84978 -0.41178 -9.88919
H49 -0.30292 0.53813 -11.08170
H50 -0.61229 -0.01590 -9.48904
H51 -0.19897 0.09571 -6.12985
H52 1.02898 1.15940 -5.41111
H53 -0.75633 3.04330 -5.14850
H54 -2.09611 1.68077 -5.35013
H55 -0.96345 1.70136 -4.09372
H56 -2.81034 4.76608 -7.79013
H57 -2.10511 4.91337 -9.35261
H58 -3.81222 2.68806 -8.91917
H59 -4.32734 4.20746 -9.74358
H60 -3.08597 3.01063 -10.43644
C25 -4.88800 4.81236 6.98568
C26 -4.50774 3.82510 5.92754
O17 -5.48095 3.82616 4.88167
P5 -5.00738 3.64987 3.28380
O18 -4.08557 2.53538 3.08784
O19 -4.68542 5.17947 2.81703
C27 -3.59991 5.53766 1.99579
C28 -2.26961 5.52035 2.82884
O20 -6.48803 3.42873 2.57940
C29 -6.55254 2.78788 1.27893
C30 -5.92097 3.66662 0.17768
H61 -5.71464 4.37434 7.54508
H62 -4.19864 4.84829 7.82923
H63 -5.17952 5.74911 6.51069
H64 -3.46451 4.04657 5.70232
H65 -4.48954 2.80446 6.30973
H66 -3.58168 5.03708 1.02770
H67 -3.62426 6.59223 1.72118
H68 -2.41409 5.91930 3.83286
H69 -2.15265 4.49279 3.17314
H70 -1.38841 5.89440 2.30761
H71 -6.19280 1.75897 1.27315
H72 -7.63068 2.72355 1.13203
H73 -4.86479 3.39934 0.14362
H74 -6.28165 3.22913 -0.75324
H75 -6.11374 4.72878 0.32856
C31 7.93150 1.88766 -1.80857
C32 7.23377 0.63666 -2.28630
O21 6.03987 1.06173 -2.95462
P6 5.77298 0.44191 -4.48837
O22 6.95030 0.57989 -5.35144
O23 5.26838 -1.08244 -4.26769
C33 3.85638 -1.36033 -3.87614
C34 4.09246 -2.34057 -2.65413
O24 4.41386 1.11251 -5.08042
C35 4.54433 2.42784 -5.69505
C36 3.16792 3.22189 -5.61923
H76 8.04883 2.63234 -2.59583
H77 7.43024 2.24292 -0.90822
H78 8.97487 1.72627 -1.53757
H79 7.88568 -0.03890 -2.84013
H80 6.94734 0.05154 -1.41240
H81 3.32921 -0.43756 -3.63388
H82 3.37837 -1.90817 -4.68822
H83 3.12406 -2.77405 -2.40432
H84 4.76526 -3.13559 -2.97564
H85 4.47487 -1.79200 -1.79336
H86 5.19801 3.00521 -5.04126
H87 4.91535 2.36015 -6.71771
H88 2.78472 3.01353 -4.62031
H89 3.31468 4.29946 -5.54562
H90 2.51960 2.98696 -6.46339
C37 -3.95655 -3.71235 1.56552
C38 -5.19410 -4.13611 2.35219
O25 -6.29737 -3.49137 1.61897
P7 -6.74365 -2.06899 2.14386
O26 -6.34188 -0.95965 1.21353
O27 -8.35824 -2.19133 2.18015
C39 -8.95276 -2.47128 0.95936
C40 -10.49058 -2.49888 1.06905
O28 -6.28648 -2.02989 3.66973
C41 -6.73997 -0.92968 4.46262
C42 -5.86590 0.31266 4.31058
H91 -3.94850 -4.09911 0.54648
H92 -4.03022 -2.63117 1.44843
H93 -2.98150 -4.08516 1.87919
H94 -5.24107 -5.22508 2.34554
H95 -5.21123 -3.95154 3.42631
H96 -8.76245 -1.65081 0.26747
H97 -8.75157 -3.45386 0.53258
H98 -10.95128 -1.54257 1.31665
H99 -11.02346 -2.96003 0.23749
H100 -10.92784 -2.98191 1.94289
H101 -7.75147 -0.57900 4.25765
H102 -6.65948 -1.14747 5.52759
H103 -4.87249 -0.07218 4.54110
H104 -5.84862 0.78929 3.33048
H105 -6.22523 1.04334 5.03522
C43 1.96951 3.91402 2.97772
C44 1.46678 4.21780 4.32130
O29 2.28075 5.02002 5.15063
P8 2.04983 6.68337 5.51794
O30 1.83065 7.61825 4.35179
O31 0.80281 6.74759 6.59485
C45 0.18115 7.91080 7.04553
C46 -1.06373 7.53579 7.98441
O32 3.34834 7.08639 6.43156
C47 3.84611 6.18090 7.47424
C48 4.89961 6.85929 8.29793
H106 2.06084 4.71681 2.24608
H107 3.01014 3.61684 3.10763
H108 1.34337 3.20772 2.43258
H109 0.45623 4.56715 4.10949
H110 1.37680 3.29003 4.88631
H111 0.83223 8.62282 7.55270
H112 -0.20945 8.45010 6.18256
H113 -1.72542 6.73927 7.64408
H114 -0.50714 7.25083 8.87722
H115 -1.54968 8.44877 8.32850
H116 3.04937 5.76400 8.09027
H117 4.40059 5.29476 7.16540
H118 5.22351 6.02496 8.92008
H119 5.73015 7.23736 7.70181
H120 4.49922 7.64262 8.94149
N1 5.75907 0.57084 3.28980
C49 5.89904 0.52177 1.90993
C50 7.16712 -0.00269 1.67828
C51 7.83672 -0.25495 2.79645
C52 6.90006 0.01962 3.80432
H121 5.03403 0.87486 3.92383
H122 5.20921 1.04006 1.26039
H123 7.50090 -0.00208 0.65114
H124 8.89928 -0.44717 2.77573
H125 6.88643 -0.01118 4.88379
N2 -6.52275 -1.44655 -2.09561
C53 -6.74466 -2.15253 -3.29359
C54 -7.56114 -1.43137 -4.04625
C55 -7.84151 -0.17081 -3.34233
C56 -7.12684 -0.29146 -2.11204
H126 -6.03571 -1.80594 -1.28707
H127 -6.34992 -3.14731 -3.43849
H128 -7.97675 -1.69325 -5.00806
H129 -8.49255 0.62009 -3.68442
H130 -7.09739 0.49748 -1.37507
N3 -4.52766 -6.15339 -6.07489
C57 -4.90114 -7.08677 -5.17649
C58 -4.23014 -6.88161 -3.98151
C59 -3.45141 -5.76600 -4.16225
C60 -3.68756 -5.29375 -5.44343
H131 -4.88020 -6.00394 -7.00949
H132 -5.73786 -7.72873 -5.40928
H133 -4.31313 -7.41556 -3.04640
H134 -2.86429 -5.27802 -3.39834
H135 -3.33098 -4.41087 -5.95311
N4 -0.55833 4.50402 -1.31592
C61 0.05645 4.57516 -2.56477
C62 1.46330 4.24491 -2.33726
C63 1.62710 3.82868 -1.06648
C64 0.36366 4.01337 -0.40483
H136 -1.55415 4.55469 -1.15502
H137 -0.43158 4.60236 -3.52784
H138 2.23276 4.30592 -3.09264
H139 2.59016 3.59831 -0.63538
H140 -0.07162 3.85759 0.57122
N5 2.15056 -3.76385 -8.63102
C65 2.52953 -2.49690 -8.39515
C66 1.46054 -1.79067 -7.81172
C67 0.46141 -2.74030 -7.64673
C68 0.89213 -3.93483 -8.17840
H141 2.60138 -4.42149 -9.25101
H142 3.48109 -2.09917 -8.71570
H143 1.56721 -0.78161 -7.44184
H144 -0.48756 -2.51895 -7.18105
H145 0.34053 -4.84466 -8.36373
N6 -1.07260 -7.41544 -5.66751
C69 -1.78226 -8.35265 -6.39945
C70 -1.32119 -9.59669 -6.17856
C71 -0.30727 -9.54279 -5.24704
C72 -0.19523 -8.13598 -4.94483
H146 -1.47953 -6.49676 -5.56500
H147 -2.67517 -7.98942 -6.88646
H148 -1.80444 -10.52010 -6.46176
H149 0.31901 -10.30175 -4.80190
H150 0.37171 -7.67376 -4.15027

Charge: -1
Multiplicity: 2
E_LUMO (alpha / beta), eV: 1.723 / 1.687
Gap between HOMO and LUMO (alpha / beta), Eh: 0.059 / 0.262
Calculated total energy, a.u.: -8300.88570

=====

The following is a DFT calculation (ωB97M-V with the def2-TZVPD basis set) of a molecular structure, C30H33N7O5STi in a non-equilibrium geometry.

Element x y z (Å)
Ti1 -0.46295 -0.53072 -0.30026
C1 1.07288 -2.21557 1.91282
C2 2.09433 -1.26551 1.28703
N1 1.63746 -0.85267 -0.03892
C3 2.02747 -1.74873 -1.13293
C4 0.97202 -2.81699 -1.26918
C5 1.18513 -4.11630 -1.66938
C6 0.09927 -4.97859 -1.81774
C7 -1.17826 -4.48082 -1.54226
C8 -1.33113 -3.17498 -1.14649
C9 -2.65108 -2.51011 -0.84966
N2 -2.41486 -1.42838 0.11713
C10 -2.63860 -1.79429 1.51989
C11 -1.38072 -2.46629 2.06780
N3 -0.24305 -1.63091 1.69803
N4 -0.27212 -2.33209 -1.00834
H1 1.30149 -2.36560 2.97536
H2 1.09974 -3.18852 1.41577
H3 3.07635 -1.74812 1.23535
H4 2.17764 -0.37765 1.91921
H5 1.92012 0.12640 -0.22585
H6 3.02567 -2.17643 -0.98625
H7 2.00671 -1.17648 -2.06291
H8 2.18933 -4.45620 -1.88670
H9 0.23424 -5.99395 -2.16097
H10 -2.05208 -5.11212 -1.63959
H11 -3.38292 -3.24077 -0.48889
H12 -3.03617 -2.06384 -1.76730
H13 -2.95539 -0.59599 -0.10946
H14 -3.50231 -2.45808 1.63937
H15 -2.83302 -0.87256 2.06564
H16 -1.24662 -3.44641 1.60124
H17 -1.45840 -2.60634 3.15277
H18 -0.29568 -0.72964 2.16934
O1 -2.25836 0.14264 -2.07163
C12 -1.08362 -0.05468 -2.45835
N5 -0.02094 0.60271 -1.82705
C13 0.44219 1.78455 -2.32802
O2 0.16839 2.19756 -3.44258
C14 1.34090 2.64668 -1.45861
C15 1.19553 4.02725 -1.58024
C16 1.88966 4.85641 -0.72496
C17 2.73511 4.28474 0.21815
C18 2.85890 2.91098 0.23007
N6 2.18414 2.10422 -0.58820
C19 -0.76610 -0.95220 -3.58374
C20 -1.80001 -1.43604 -4.39770
C21 -1.49329 -2.27828 -5.44558
C22 -0.16302 -2.61392 -5.67018
C23 0.79151 -2.09681 -4.80763
N7 0.51665 -1.28951 -3.79440
H19 0.51419 4.40455 -2.32809
H20 1.77379 5.93107 -0.78504
H21 3.27425 4.89110 0.93236
H22 3.52789 2.41968 0.92989
H23 -2.81243 -1.11289 -4.19714
H24 -2.26827 -2.66997 -6.09214
H25 0.12333 -3.25798 -6.48964
H26 1.84079 -2.34821 -4.93637
C24 1.07155 4.36398 5.77644
C25 0.26263 3.83455 4.62393
C26 -0.04547 4.62908 3.52868
C27 -0.70370 4.09945 2.42522
C28 -1.08647 2.77362 2.43075
C29 -0.84031 1.98226 3.54813
C30 -0.16312 2.50449 4.63219
S1 -1.46301 1.91198 0.90584
O3 -2.68860 1.15778 1.08217
O4 -1.43808 2.86018 -0.16405
O5 -0.28790 0.95504 0.92372
H27 1.22886 5.43740 5.68937
H28 2.04752 3.87522 5.79971
H29 0.57605 4.15152 6.72405
H30 0.26538 5.66695 3.51825
H31 -0.91323 4.69692 1.54797
H32 -1.17981 0.95317 3.54335
H33 0.06205 1.87799 5.48741

E_LUMO (alpha / beta), eV: 0.170 / 0.168
Gap between HOMO and LUMO (alpha / beta), Eh: 0.191 / 0.206
Calculated total energy, a.u.: -3170.25645
Relative energy (zero: lowest compared OMol25 entry of this formula, charge and spin), kJ/mol: 120.44

=====

The following is a DFT calculation (ωB97M-V with the def2-TZVPD basis set) of a molecular structure, C4H11N3O in a non-equilibrium geometry.

Element x y z (Å)
C1 -0.31515 0.00777 1.14642
C2 -2.43680 -0.91832 -0.97647
C3 2.22030 1.89566 0.50281
N1 -1.51327 -1.35584 0.05743
N2 1.55117 0.61570 0.66168
C4 0.31369 0.26082 -0.16978
N3 -0.22677 -1.57666 -0.57721
O1 0.02580 1.04442 -1.07990
H1 2.05841 -0.08880 1.18136
H2 0.14315 -2.43399 -0.16492
H3 -0.16980 -1.59614 -1.59924
H4 0.03659 -0.86184 1.68541
H5 -0.62769 0.80634 1.81132
H6 -3.37515 -0.62310 -0.50295
H7 -2.15772 -0.11171 -1.66795
H8 -2.70375 -1.73339 -1.67440
H9 2.33803 2.39564 1.46599
H10 1.62731 2.52266 -0.16324
H11 3.21167 1.75079 0.06364

E_LUMO, eV: 0.776
Gap between HOMO and LUMO, Eh: 0.305
Calculated total energy, a.u.: -398.30317
Relative energy (zero: lowest compared OMol25 entry of this formula, charge and spin), kJ/mol: 658.99